{"formula": "C2H5ClO2S", "method": "ωB97M-V with the def2-TZVPD basis set", "multiplicity": 3, "gap_ev": [6.7, 8.2], "s2": 2.009, "elements": ["C", "C", "O", "O", "S", "Cl", "H", "H", "H", "H", "H"], "positions_angstrom": [[1.540, 0.949, 0.000], [-1.561, -0.675, 0.551], [-0.245, -0.175, -1.873], [1.295, -0.385, 0.100], [0.052, -1.099, -0.766], [-2.344, -2.241, 0.783], [1.496, 1.614, 0.922], [0.720, 1.287, -0.702], [2.534, 1.160, -0.447], [-1.404, -0.442, 1.589], [-2.083, 0.007, -0.155]], "atomic_forces_ev_per_a": [[-0.8, 3.5, -1.3], [-4.2, 0.7, 2.8], [-0.8, 0.1, 0.2], [-1.0, -2.7, 1.6], [5.0, -1.3, -3.2], [0.3, 0.3, -0.9], [-0.2, -1.5, -0.5], [1.3, 0.7, 0.6], [-0.6, -0.3, 0.0], [0.5, 1.2, 0.0], [0.4, -0.6, 0.7]], "mulliken_spin": [-0.01, 0.73, 0.34, 0.05, 0.79, 0.07, 0.01, 0.01, 0.00, 0.00, 0.00]}

---

{"formula": "ClN3O13", "method": "ωB97M-V with the def2-TZVPD basis set", "charge": -4, "gap_ev": 7.4, "elements": ["N", "O", "O", "O", "N", "O", "O", "O", "N", "O", "O", "O", "Cl", "O", "O", "O", "O"], "positions_angstrom": [[-7.862, -0.105, 4.749], [-7.900, -1.145, 4.150], [-8.878, 0.613, 4.765], [-6.860, 0.396, 4.811], [7.107, -1.479, -2.660], [7.469, -0.228, -2.778], [6.214, -1.508, -1.743], [7.471, -2.309, -3.363], [1.735, 3.837, -2.937], [0.872, 3.804, -3.871], [2.518, 3.009, -2.656], [1.548, 4.727, -2.077], [-0.663, -1.932, 0.781], [-1.321, -1.936, -0.339], [-0.188, -3.298, 0.767], [0.490, -0.936, 0.743], [-1.753, -1.510, 1.656]], "atomic_forces_ev_per_a": [[-6.2, -0.2, -5.1], [-1.7, -6.1, -0.6], [-3.4, 0.9, 2.1], [11.0, 5.5, 3.7], [-3.9, 9.6, 5.3], [1.7, -1.2, -1.4], [0.6, -3.1, -0.6], [2.0, -5.4, -3.4], [-4.7, 2.5, 1.5], [1.2, -0.6, -1.0], [3.3, -3.6, -1.1], [0.1, 2.1, 0.4], [4.7, 2.2, 5.4], [-5.8, 1.5, -13.5], [1.6, -1.1, 3.5], [-2.2, -2.3, 1.2], [1.7, -0.5, 3.5]], "mulliken_charge": [1.01, -0.68, -0.73, -0.60, 0.95, -0.68, -0.61, -0.66, 0.96, -0.70, -0.58, -0.68, 1.46, -0.55, -0.66, -0.62, -0.63]}

---

{"formula": "C23H34N4O3", "method": "ωB97M-V with the def2-TZVPD basis set", "smiles": "COc1ccc(N2CCN([C@H]3CCCN(C(=O)CN4CCCCC4=O)C3)CC2)cc1", "gap_ev": 8.0, "elements": ["C", "O", "C", "C", "C", "C", "C", "C", "H", "H", "N", "C", "H", "C", "N", "C", "C", "H", "H", "H", "H", "C", "C", "H", "C", "C", "N", "C", "O", "C", "N", "C", "O", "C", "C", "C", "C", "H", "H", "H", "H", "H", "H", "H", "H", "H", "H", "C", "H", "H", "H", "H", "H", "H", "H", "H", "H", "H", "H", "H", "H", "H", "H", "H"], "positions_angstrom": [[-1.822, 4.184, -0.147], [-2.037, 3.402, 1.006], [-2.262, 2.065, 0.832], [-2.528, 1.450, -0.383], [-2.696, 0.076, -0.454], [-2.591, -0.731, 0.677], [-2.386, -0.089, 1.905], [-2.225, 1.275, 1.981], [-2.064, 1.759, 2.932], [-2.364, -0.671, 2.813], [-2.741, -2.115, 0.658], [-1.787, -2.920, 1.397], [-1.155, -2.265, 1.996], [-0.895, -3.725, 0.432], [-0.756, -2.967, -0.798], [-2.006, -3.030, -1.532], [-3.168, -2.792, -0.539], [-3.971, -2.228, -1.013], [-3.583, -3.755, -0.222], [-2.148, -4.005, -2.036], [-2.010, -2.246, -2.291], [0.470, -3.269, -1.530], [0.516, -2.728, -2.967], [1.253, -3.315, -3.518], [0.930, -1.248, -2.992], [0.622, -0.545, -1.675], [1.327, -1.200, -0.585], [1.437, -0.704, 0.657], [1.952, -1.336, 1.571], [0.944, 0.723, 0.901], [2.011, 1.687, 0.694], [1.908, 2.592, -0.295], [0.980, 2.574, -1.095], [3.019, 3.615, -0.446], [3.897, 3.788, 0.783], [4.292, 2.409, 1.290], [3.031, 1.680, 1.726], [2.622, 2.157, 2.628], [3.249, 0.637, 1.970], [4.789, 1.851, 0.494], [4.976, 2.478, 2.136], [3.350, 4.320, 1.564], [4.779, 4.379, 0.529], [3.625, 3.283, -1.294], [2.552, 4.557, -0.741], [0.108, 0.986, 0.256], [0.623, 0.776, 1.946], [1.641, -2.600, -0.792], [2.555, -2.708, -1.387], [1.827, -3.035, 0.191], [0.927, 0.500, -1.745], [-0.455, -0.577, -1.481], [0.413, -0.722, -3.795], [2.001, -1.166, -3.188], [-0.438, -2.874, -3.469], [0.637, -4.362, -1.565], [-1.329, -4.722, 0.234], [0.077, -3.875, 0.897], [-2.321, -3.606, 2.067], [-2.908, -0.354, -1.420], [-2.589, 2.025, -1.293], [-2.730, 4.268, -0.753], [-1.546, 5.173, 0.216], [-1.008, 3.775, -0.755]], "atomic_forces_ev_per_a": [[0.1, 0.1, -0.3], [0.0, -0.3, 0.3], [0.0, -0.1, 0.0], [0.0, 0.4, 0.1], [-0.1, -0.3, 0.1], [-0.1, 0.3, -0.1], [0.1, 0.1, -0.1], [0.0, 0.2, -0.2], [0.0, 0.1, 0.1], [0.0, -0.1, 0.1], [-0.2, -0.2, 0.0], [0.1, -0.2, 0.1], [0.0, -0.1, 0.0], [-0.1, 0.1, 0.1], [0.0, -0.1, -0.1], [0.0, 0.1, 0.0], [0.0, 0.0, -0.1], [0.0, -0.1, 0.0], [0.0, 0.1, -0.1], [0.0, 0.1, 0.0], [0.0, -0.1, -0.1], [0.2, -0.1, -0.1], [-0.1, 0.0, 0.1], [-0.1, 0.0, 0.0], [-0.1, 0.0, 0.1], [-0.2, 0.5, -0.4], [0.2, -0.2, -0.3], [0.0, 0.4, 0.1], [0.1, -0.1, 0.4], [-0.3, -0.1, 0.0], [0.0, -0.3, 0.2], [0.1, 0.3, -0.3], [-0.1, 0.2, -0.2], [0.0, 0.1, 0.1], [0.2, -0.1, -0.1], [-0.3, 0.2, 0.1], [0.5, 0.0, 0.2], [0.0, -0.1, 0.0], [-0.1, 0.1, 0.0], [0.1, -0.1, 0.0], [0.0, -0.1, 0.0], [0.0, 0.1, 0.1], [0.0, 0.1, 0.0], [-0.1, 0.0, 0.0], [0.0, -0.1, -0.1], [0.0, 0.0, 0.1], [0.0, -0.1, -0.2], [0.0, -0.4, 0.2], [0.0, -0.1, 0.1], [0.0, 0.0, -0.2], [-0.1, -0.1, 0.1], [0.1, 0.1, -0.1], [0.1, 0.1, 0.0], [0.0, 0.0, 0.0], [0.0, -0.1, -0.1], [0.0, 0.1, 0.0], [0.1, 0.0, 0.0], [0.0, 0.0, 0.0], [0.1, 0.0, 0.0], [0.0, -0.1, -0.1], [0.0, 0.1, -0.1], [0.0, 0.0, 0.0], [0.0, 0.0, -0.1], [-0.1, 0.0, 0.0]], "mulliken_charge": [-0.72, -0.50, 0.55, -0.54, -0.48, 0.56, -0.25, -0.83, 0.47, 0.56, 0.05, -1.13, 0.51, -1.02, 1.25, -0.86, -1.49, 0.47, 0.42, 0.45, 0.48, -0.35, -1.09, 0.45, -1.15, 0.90, 0.23, 0.97, -0.77, -1.14, 0.64, 0.78, -0.72, -0.76, -0.65, -0.78, -0.46, 0.26, 0.36, 0.31, 0.35, 0.32, 0.33, 0.24, 0.30, -0.10, 0.46, -1.68, 0.40, 0.64, 0.41, -0.90, 0.38, 0.43, 0.37, 0.54, 0.40, 0.45, 0.27, 0.25, 0.35, 0.32, 0.25, 0.22]}

---

{"formula": "C2H6O3P", "method": "ωB97M-V with the def2-TZVPD basis set", "charge": -1, "gap_ev": 8.4, "elements": ["C", "C", "O", "O", "O", "P", "H", "H", "H", "H", "H", "H"], "positions_angstrom": [[-1.514, -1.326, 0.542], [1.298, 1.539, 0.164], [1.670, -0.808, -1.546], [1.763, -1.166, 1.057], [-0.945, -0.162, 0.208], [1.361, -0.360, -0.145], [-1.031, -1.861, 1.345], [-1.680, -1.956, -0.311], [-2.422, -1.195, 1.027], [0.742, 1.652, 1.075], [2.336, 1.966, 0.162], [0.700, 1.958, -0.575]], "atomic_forces_ev_per_a": [[0.9, -0.7, 0.1], [1.9, -2.3, 0.4], [-0.5, 0.9, 1.4], [-0.3, 1.1, -1.1], [3.2, 1.6, -0.9], [-1.9, 0.1, 0.7], [1.2, -0.8, 0.2], [-0.1, -1.0, -0.6], [-2.7, 0.7, 0.6], [0.2, 0.0, 0.7], [-1.0, -0.4, 0.2], [-0.9, 0.7, -1.6]], "mulliken_charge": [-0.85, -0.84, -0.66, -0.66, -0.68, 0.97, 0.29, 0.27, 0.33, 0.24, 0.31, 0.28]}